[1]
16
Properties=species:S:1:pos:R:3:forces:R:3 method="wB97M-V/def2-TZVPD" charge=0 homo_energy_ha=-0.324 spin_multiplicity=1 relative_energy_kcal_mol=0.00 mol_weight_g_mol=129.13 e_lumo_ha=0.0323
C 0.53174 0.21488 0.22917 -1.3 -0.7 0.4
C -1.64169 0.46980 -0.63029 1.5 1.2 2.4
H 2.42039 1.84574 1.70411 -0.7 -1.0 0.5
H 1.82078 0.70159 2.82260 0.1 1.2 -0.7
H -1.06398 1.42417 1.09465 0.3 0.4 0.5
H -3.35007 0.45326 -1.23646 -0.6 0.4 -0.4
H -0.99616 -0.45333 -2.33191 -0.3 -0.3 2.0
H 1.60099 -2.43509 -1.40912 -3.0 2.6 1.7
H 0.89586 -2.32533 0.10075 0.0 -0.1 1.9
N 1.60415 1.24599 1.95913 0.1 -0.9 0.5
N 1.56901 0.15841 0.97874 -0.5 0.9 -1.1
N -0.73445 0.87337 0.33483 2.5 -0.5 -0.3
N -2.78017 1.04179 -0.63803 0.0 -1.4 -1.0
N -0.95933 -0.53581 -1.27050 -2.3 -0.7 -4.6
N 0.36616 -0.67667 -0.90330 1.4 1.3 1.2
N 0.71678 -2.00276 -0.80436 2.7 -2.4 -2.9

[2]
8
Properties=species:S:1:pos:R:3:forces:R:3 method="wB97M-V/def2-TZVPD" charge=-1 homo_energy_ha=-0.132 spin_multiplicity=1 relative_energy_kcal_mol=46.27 mol_weight_g_mol=108.10 e_lumo_ha=0.1498
N 0.64816 -1.06215 -0.61395 0.5 -0.9 1.5
N 2.03719 -1.18479 -0.93383 -1.4 0.1 0.2
N 2.69697 -0.97366 0.08106 0.2 -0.3 0.0
O 2.26149 -1.45206 -2.13702 0.9 -0.2 -0.4
O -0.70113 0.28994 1.43927 -1.7 -1.9 -2.8
S 1.00561 -0.40900 0.99683 0.9 0.5 0.5
H 0.27002 -0.42384 -1.25112 -0.8 1.4 -1.1
H -1.35454 -0.16999 0.77787 1.6 1.3 2.1

no.,energy (Ha)
1,-463.58541
2,-714.01348